Record 1
18
Properties=species:S:1:pos:R:3:lowdin_charge:R:1 method="wB97M-V/def2-TZVPD" e_lumo_ev=-3.848 de_lowest_ev=0.0000 charge=+1 gap_ev=10.234
C -1.00 0.33 1.67 -0.08
C -0.45 0.36 2.90 -0.31
C 1.20 0.38 1.10 -0.49
C -1.43 -0.46 -2.64 0.03
C -0.92 -1.10 -1.44 -0.22
C 2.37 0.43 0.20 -0.02
N -0.06 0.34 0.68 -0.17
O -0.87 -2.21 -1.06 0.24
O -0.38 0.38 -0.61 -0.05
S 1.27 0.41 2.80 1.18
H -2.04 0.30 1.41 0.15
H -0.94 0.37 3.85 0.09
H -2.50 -0.31 -2.51 0.12
H -0.97 0.51 -2.80 0.10
H -1.28 -1.12 -3.49 0.12
H 2.70 1.47 0.08 0.11
H 3.20 -0.13 0.61 0.10
H 2.11 0.05 -0.78 0.09

---

Record 2
68
Properties=species:S:1:pos:R:3:lowdin_spin:R:1 method="wB97M-V/def2-TZVPD" e_lumo_ev="4.235 / 4.234" de_lowest_ev=0.0480 multiplicity=4 charge=-2 gap_ev="4.970 / 5.585" s_squared=3.76
V -1.48 0.14 -0.58 2.75
S -1.63 4.57 0.86 0.01
C -1.75 3.68 2.32 -0.01
C -1.75 2.33 2.09 0.00
C -1.64 1.94 0.71 0.00
C -1.58 3.08 -0.06 0.02
C -1.47 3.05 -1.51 0.01
C -1.35 4.18 -2.32 0.00
C -1.23 4.03 -3.68 0.01
C -1.23 2.75 -4.23 0.00
C -1.35 1.67 -3.36 0.01
N -1.47 1.82 -2.05 0.01
H -1.81 4.20 3.26 0.00
H -1.81 1.62 2.91 0.00
H -1.34 5.17 -1.87 0.00
H -1.13 4.90 -4.32 0.00
H -1.13 2.58 -5.29 0.00
H -1.36 0.65 -3.71 0.00
C 4.35 -0.67 0.93 0.00
N 3.05 -1.27 0.68 0.00
C 2.68 -1.89 -0.50 0.00
C 1.40 -2.29 -0.36 0.00
N 1.02 -1.95 0.93 0.00
C 2.04 -1.32 1.58 0.00
S 2.06 -0.82 3.19 0.00
C -0.25 -2.19 1.53 0.01
C -0.34 -3.21 2.46 0.00
C -1.55 -3.42 3.09 0.01
C -2.61 -2.59 2.76 0.00
C -2.43 -1.61 1.81 0.01
N -1.26 -1.40 1.18 0.02
H 5.07 -1.44 1.22 0.00
H 4.24 0.04 1.74 0.00
H 4.69 -0.17 0.03 0.00
H 3.31 -1.87 -1.37 0.00
H 0.69 -2.69 -1.06 0.00
H 0.55 -3.78 2.69 0.00
H -1.66 -4.20 3.83 0.00
H -3.58 -2.71 3.22 0.00
H -3.24 -0.96 1.48 0.00
S -1.55 -1.82 -2.18 0.02
C -3.17 -2.47 -1.94 0.01
C -3.45 -3.76 -2.39 0.00
C -4.70 -4.35 -2.26 0.00
C -5.72 -3.62 -1.65 0.00
C -5.46 -2.34 -1.19 0.00
C -4.20 -1.74 -1.31 0.01
S -3.98 -0.10 -0.71 0.01
H -2.64 -4.32 -2.87 0.00
H -4.88 -5.35 -2.62 0.00
H -6.71 -4.05 -1.53 0.00
H -6.25 -1.77 -0.71 0.00
O 3.80 2.95 -3.00 0.00
S 3.77 1.87 -2.05 0.00
O 4.98 1.06 -1.98 0.00
N 2.46 0.94 -2.19 0.01
C 1.71 0.98 -1.09 0.01
O 0.68 0.31 -0.90 0.03
C 2.25 1.90 -0.01 0.00
C 1.73 2.14 1.24 0.00
C 2.42 3.01 2.07 0.00
C 3.60 3.62 1.65 0.00
C 4.13 3.36 0.39 0.00
C 3.42 2.49 -0.42 0.00
H 0.81 1.66 1.56 0.00
H 2.03 3.22 3.06 0.00
H 4.12 4.29 2.32 0.00
H 5.05 3.81 0.06 0.00

---

Record 3
181
Properties=species:S:1:pos:R:3:lowdin_charge:R:1 method="wB97M-V/def2-TZVPD" e_lumo_ev=0.182 de_lowest_ev=5.8764 charge=0 gap_ev=8.881
C -4.09 -4.67 -1.74 -0.05
O -2.77 -5.04 -2.20 -0.23
C -2.42 -6.31 -2.57 -0.25
C -0.89 -6.35 -2.84 -0.42
C -0.47 -7.67 -3.43 -0.07
N -0.09 -6.02 -1.65 0.05
H -4.09 -5.08 -0.73 0.09
H -4.79 -5.02 -2.49 0.09
H -4.21 -3.59 -1.84 0.08
H -2.79 -7.12 -1.93 0.13
H -2.93 -6.55 -3.50 0.12
H -0.76 -5.56 -3.58 0.13
H -1.02 -7.89 -4.35 0.07
H -0.71 -8.46 -2.71 0.08
H 0.56 -7.67 -3.78 0.08
H -0.45 -5.17 -1.24 0.05
H -0.27 -6.74 -0.96 0.05
C 2.96 1.22 -5.49 -0.07
O 3.22 2.64 -5.42 -0.21
C 4.15 3.30 -6.23 -0.22
C 5.58 2.84 -6.15 -0.45
C 6.32 3.16 -4.85 -0.06
N 6.29 3.41 -7.28 0.03
H 2.28 1.00 -4.67 0.08
H 3.92 0.73 -5.32 0.08
H 2.49 0.97 -6.44 0.08
H 3.84 3.14 -7.26 0.12
H 4.11 4.38 -6.06 0.13
H 5.56 1.76 -6.27 0.13
H 6.48 4.23 -4.73 0.07
H 7.36 2.84 -4.79 0.07
H 5.79 2.65 -4.04 0.08
H 6.53 4.38 -7.10 0.07
H 7.15 2.94 -7.53 0.07
C -7.03 -0.02 7.47 -0.12
O -6.07 0.89 7.04 -0.21
C -6.45 1.90 6.09 -0.16
C -6.78 1.20 4.72 -0.42
C -5.64 0.31 4.23 -0.07
N -6.97 2.20 3.68 0.03
H -6.57 -0.70 8.17 0.09
H -7.41 -0.58 6.62 0.08
H -7.81 0.50 8.03 0.09
H -7.35 2.39 6.44 0.12
H -5.70 2.67 5.93 0.12
H -7.71 0.64 4.89 0.13
H -5.88 -0.15 3.27 0.08
H -5.40 -0.54 4.86 0.07
H -4.69 0.83 4.11 0.08
H -7.44 1.75 2.91 0.07
H -6.07 2.39 3.27 0.06
C -1.11 1.89 -1.10 -0.11
O -1.44 1.01 -0.04 -0.20
C -1.22 -0.37 -0.26 -0.20
C -0.82 -1.17 0.97 -0.47
C 0.53 -0.75 1.43 -0.06
N -0.82 -2.60 0.69 0.05
H -1.50 2.87 -0.84 0.09
H -1.45 1.48 -2.05 0.08
H -0.04 2.06 -1.22 0.08
H -2.18 -0.74 -0.63 0.12
H -0.48 -0.47 -1.06 0.13
H -1.58 -1.02 1.73 0.14
H 0.93 -1.27 2.30 0.08
H 0.45 0.28 1.79 0.08
H 1.13 -0.89 0.53 0.09
H -0.88 -3.06 1.58 0.07
H -1.64 -2.84 0.15 0.06
C -1.36 1.51 5.94 -0.09
O -1.30 2.39 4.83 -0.18
C -1.39 3.72 5.22 -0.25
C -1.33 4.70 4.04 -0.46
C -2.56 4.73 3.15 -0.06
N -0.17 4.44 3.26 0.04
H -2.30 1.73 6.43 0.08
H -0.58 1.70 6.68 0.09
H -1.36 0.47 5.61 0.09
H -2.37 3.86 5.68 0.11
H -0.81 4.07 6.07 0.12
H -1.26 5.72 4.41 0.13
H -2.77 3.73 2.76 0.07
H -2.36 5.42 2.33 0.08
H -3.46 4.96 3.72 0.08
H 0.49 4.11 3.96 0.07
H -0.33 3.66 2.65 0.07
C -1.94 -5.21 4.61 -0.14
O -1.07 -5.86 3.74 -0.22
C 0.23 -6.02 4.32 -0.18
C 1.15 -6.70 3.26 -0.21
N 1.31 -8.13 3.35 -0.07
C 0.10 -8.92 3.31 -0.19
C -0.67 -8.75 1.92 -0.18
O -1.43 -9.91 1.54 -0.18
C -2.42 -10.21 2.46 -0.15
H -2.63 -4.57 4.06 0.08
H -1.43 -4.48 5.23 0.08
H -2.51 -5.89 5.24 0.09
H 0.05 -6.61 5.22 0.12
H 0.60 -5.02 4.56 0.11
H 2.10 -6.16 3.27 0.11
H 0.91 -6.25 2.29 0.11
H 1.89 -8.42 2.58 0.11
H -0.56 -8.66 4.13 0.11
H 0.45 -9.95 3.35 0.12
H 0.08 -8.60 1.15 0.11
H -1.18 -7.79 1.84 0.11
H -3.08 -10.99 2.09 0.09
H -3.05 -9.34 2.65 0.09
H -2.07 -10.47 3.46 0.08
C 5.95 1.20 1.61 -0.15
O 6.20 -0.16 1.53 -0.19
C 7.04 -0.70 2.61 -0.17
C 6.95 -2.26 2.55 -0.20
N 8.18 -2.99 2.93 -0.07
C 8.61 -2.65 4.30 -0.20
C 9.88 -3.42 4.69 -0.22
O 9.65 -4.75 5.14 -0.18
C 10.81 -5.50 5.36 -0.14
H 5.10 1.40 2.26 0.09
H 5.73 1.54 0.60 0.08
H 6.80 1.83 1.83 0.08
H 6.62 -0.44 3.58 0.11
H 8.08 -0.39 2.66 0.11
H 6.68 -2.52 1.53 0.11
H 6.14 -2.68 3.13 0.11
H 8.05 -3.98 2.75 0.11
H 7.80 -2.82 5.00 0.12
H 8.83 -1.59 4.45 0.11
H 10.44 -2.86 5.44 0.12
H 10.52 -3.49 3.81 0.12
H 11.43 -5.75 4.50 0.08
H 10.61 -6.49 5.78 0.08
H 11.45 -5.07 6.13 0.08
C 0.86 10.31 -6.44 -0.13
O -0.12 9.52 -5.81 -0.18
C -0.09 8.20 -6.31 -0.21
C 0.96 7.38 -5.50 -0.22
N 0.64 7.31 -4.09 -0.05
C 1.73 6.63 -3.40 -0.21
C 1.67 6.81 -1.86 -0.21
O 1.63 8.20 -1.63 -0.20
C 1.22 8.49 -0.31 -0.11
H 1.92 10.16 -6.28 0.09
H 0.63 11.34 -6.14 0.08
H 0.63 10.44 -7.50 0.08
H 0.04 8.23 -7.39 0.12
H -1.06 7.73 -6.17 0.11
H 2.00 7.67 -5.62 0.11
H 0.87 6.42 -6.01 0.12
H 0.69 8.23 -3.69 0.10
H 2.73 6.92 -3.74 0.11
H 1.55 5.59 -3.67 0.12
H 2.53 6.31 -1.42 0.12
H 0.75 6.35 -1.48 0.12
H 1.32 9.54 -0.04 0.09
H 1.90 7.99 0.39 0.09
H 0.18 8.22 -0.14 0.09
N -3.76 5.10 -4.62 0.17
C -4.27 4.31 -5.50 -0.82
N -5.39 3.79 -5.07 0.16
O -3.71 4.01 -6.54 0.02
H -2.85 5.50 -4.79 0.12
H -4.28 5.31 -3.79 0.11
H -5.81 4.14 -4.23 0.11
H -5.82 3.15 -5.73 0.12
N -7.53 0.47 -2.59 0.16
C -7.17 0.76 -1.39 -0.80
N -5.85 0.90 -1.39 0.16
O -7.90 1.06 -0.47 0.04
H -6.93 0.29 -3.38 0.11
H -8.53 0.49 -2.74 0.12
H -5.45 0.69 -2.30 0.09
H -5.27 0.96 -0.57 0.11
N -2.42 -0.21 -6.30 0.17
C -3.01 -1.02 -5.45 -0.82
N -2.48 -2.23 -5.40 0.16
O -3.99 -0.74 -4.87 0.07
H -1.58 -0.43 -6.82 0.11
H -2.73 0.75 -6.28 0.11
H -1.64 -2.42 -5.93 0.10
H -2.74 -2.84 -4.63 0.10